C19H24N4O3 | the ωB97M-V functional and the def2-TZVPD basis

The value obtained for the energy is -32196.57025 eV. As for the SMILES: [H]/N=c1/[nH]cc(C(=O)N2C[C@H](C)[C@H](NC(=O)CCc3cccc(C)c3)C2)o1. As for the relative energy (zero: lowest compared OMol25 entry of this formula, charge and spin): 37.9 kcal per mole. The frontier orbital gap comes out at 8.821 eV.

Geometry (Å):
C  -2.36499  1.34256  -7.07476
C  -1.35724  0.34810  -6.56592
C  -0.40953  -0.20947  -7.41910
C  0.52967  -1.10899  -6.93821
C  0.53679  -1.46348  -5.59753
C  -0.40019  -0.92136  -4.72396
C  -0.37139  -1.26383  -3.25820
C  0.51484  -0.29371  -2.47223
C  0.74375  -0.77017  -1.05179
O  0.94324  -1.93819  -0.77416
N  0.73702  0.20151  -0.09667
C  1.00112  -0.11752  1.28767
C  -0.20285  -0.68583  2.04166
N  0.13437  -0.40392  3.43533
C  -0.76671  -0.72662  4.39078
O  -1.85651  -1.21431  4.12534
C  -0.43778  -0.46384  5.80682
C  -1.25636  -0.53816  6.85756
N  -0.50496  -0.26837  7.98174
C  0.80422  -0.03534  7.62436
N  1.75870  0.23385  8.40341
O  0.84795  -0.15380  6.25719
C  1.29597  0.48877  3.55115
C  1.42970  1.07952  2.14687
C  0.53099  2.30131  1.97516
C  -1.33603  -0.02272  -5.22552
H  -3.27210  1.33025  -6.47083
H  -1.96121  2.35698  -7.04076
H  -2.63770  1.13455  -8.10925
H  -0.41489  0.05711  -8.46964
H  1.25554  -1.54275  -7.61436
H  1.26569  -2.17446  -5.22546
H  -1.38291  -1.24606  -2.84597
H  0.01979  -2.27006  -3.10794
H  1.49733  -0.23846  -2.95005
H  0.09591  0.71513  -2.48931
H  0.53857  1.14938  -0.36218
H  1.79803  -0.86471  1.29655
H  -1.12878  -0.18292  1.74989
H  -0.33666  -1.75308  1.87743
H  -2.30490  -0.77204  6.88339
H  -0.81294  -0.26178  8.93560
H  2.62709  0.35827  7.89562
H  1.12131  1.25601  4.30319
H  2.18922  -0.06724  3.84263
H  2.46770  1.35034  1.94738
H  -0.51928  2.05460  2.14043
H  0.80859  3.07271  2.69457
H  0.62385  2.75032  0.98426
H  -2.08103  0.39190  -4.55216

Cartesian forces (eV/Å) of the 6 atoms listed first:
0.0 0.0 0.0
0.0 0.0 0.0
0.0 0.0 0.0
0.0 0.0 0.0
0.0 0.0 0.0
0.0 0.0 0.0

---

C19H24N4O4S | the ωB97M-V functional and the def2-TZVPD basis

The value obtained for the energy is -45077.04358 eV. As for the SMILES: CC[C@H]1CCCCN1S(=O)(=O)c1ccc(C(=O)Nc2nnc(C3CC3)o2)cc1. As for the relative energy (zero: lowest compared OMol25 entry of this formula, charge and spin): 96.5 kcal per mole. The frontier orbital gap comes out at 9.513 eV.

Geometry (Å):
C  -1.10103  -0.82510  -5.84319
C  -0.94758  -0.96123  -4.33321
H  0.06664  -0.67748  -4.04609
H  -1.09637  -2.00257  -4.04633
C  -1.92145  -0.05308  -3.57000
N  -1.41765  0.20710  -2.22884
S  -1.82271  1.69322  -1.58398
O  -1.74038  2.65896  -2.64120
O  -3.02929  1.66934  -0.79995
C  -0.43314  1.90761  -0.47046
C  -0.64520  1.99364  0.89141
C  0.44188  2.04797  1.74372
C  1.72938  2.01764  1.21801
C  1.92998  1.98880  -0.15704
C  0.83897  1.92347  -1.00547
H  0.95469  1.87701  -2.07614
H  2.93475  1.99464  -0.55072
C  2.89896  2.01149  2.13931
O  3.67466  2.91662  2.30588
N  3.04550  0.83433  2.85581
C  2.37044  -0.33451  2.67188
N  1.48792  -0.64622  1.77934
N  1.13324  -1.92914  2.02168
C  1.81265  -2.33827  3.04025
C  1.77833  -3.64527  3.67723
C  1.52645  -4.85676  2.81334
C  0.46041  -4.37912  3.73353
H  0.24650  -4.94603  4.62628
H  -0.39043  -3.87852  3.29996
H  2.06301  -5.76037  3.05772
H  1.39588  -4.67832  1.75810
H  2.45923  -3.73290  4.51300
O  2.63846  -1.36048  3.51609
H  3.79620  0.81135  3.53734
H  0.29535  2.10287  2.81187
H  -1.65923  1.99766  1.25926
C  -1.54182  -0.88975  -1.29048
H  -1.18211  -0.53293  -0.32352
C  -2.97822  -1.39910  -1.18529
C  -3.48833  -1.77975  -2.57258
C  -3.35961  -0.58389  -3.51444
H  -3.69195  -0.85169  -4.51821
H  -3.99799  0.22274  -3.14664
H  -2.91331  -2.62587  -2.95619
H  -4.53400  -2.08881  -2.51551
H  -3.01325  -2.25634  -0.51107
H  -3.59912  -0.60212  -0.77428
H  -0.87552  -1.69123  -1.62319
H  -1.92398  0.92671  -4.05838
H  -0.37421  -1.45308  -6.35362
H  -0.94208  0.20582  -6.14994
H  -2.09479  -1.12774  -6.16351

Cartesian forces (eV/Å) of the 6 atoms listed first:
0.0 -0.1 0.2
-0.1 0.2 0.0
0.0 0.0 0.1
0.1 -0.1 0.1
-0.2 0.2 -0.6
-0.1 1.1 0.4

---

C19H24N6O2S | the ωB97M-V functional and the def2-TZVPD basis

The value obtained for the energy is -43963.71742 eV. As for the SMILES: CN(C)CCCNC(=S)NCCNc1nc2cc3c(cc2cc1C#N)OCO3. As for the relative energy (zero: lowest compared OMol25 entry of this formula, charge and spin): 0.0 kcal per mole. The frontier orbital gap comes out at 7.526 eV.

Geometry (Å):
C  2.02584  -1.13162  -2.58233
N  1.90418  -1.46189  -1.17170
C  0.56798  -1.94935  -0.88013
H  -0.15737  -1.17353  -1.12697
H  0.48786  -2.17474  0.18187
H  0.31588  -2.85411  -1.45066
C  2.93846  -2.40577  -0.75363
C  4.24984  -1.69454  -0.41610
H  5.03167  -2.44748  -0.31467
H  4.53718  -1.03483  -1.23578
C  4.14574  -0.86164  0.88094
N  4.53045  0.51853  0.70883
C  3.75693  1.51039  0.21150
N  2.56187  1.17962  -0.30264
C  1.58938  2.17201  -0.68423
H  2.09486  3.00895  -1.17431
H  0.88385  1.70997  -1.37542
C  0.83975  2.69992  0.55441
N  0.40448  1.60664  1.38629
C  -0.78228  0.98563  1.24168
N  -1.73147  1.57033  0.54349
C  -2.95083  1.01762  0.47169
C  -3.93734  1.70158  -0.28018
C  -5.17829  1.14963  -0.33576
C  -5.49768  -0.06637  0.31737
C  -4.57826  -0.75736  1.03795
C  -3.27307  -0.21264  1.12257
C  -2.24219  -0.85964  1.82227
C  -0.99302  -0.28454  1.88841
C  0.10361  -0.92640  2.48394
N  1.05224  -1.42961  2.89671
H  -2.42918  -1.81305  2.29689
H  -4.81994  -1.68293  1.53378
O  -6.81163  -0.36405  0.08114
C  -7.31652  0.68080  -0.71783
O  -6.28747  1.60964  -0.97785
H  -8.14222  1.18429  -0.19009
H  -7.69134  0.27100  -1.66898
H  -3.68974  2.62685  -0.76963
H  1.13848  1.09190  1.85137
H  1.51428  3.32896  1.13842
H  -0.03693  3.27026  0.25127
H  2.31637  0.19554  -0.43667
S  4.31784  3.07208  0.26821
H  5.44774  0.80986  1.00586
H  4.79379  -1.28447  1.64950
H  3.11992  -0.90299  1.26238
H  2.59020  -2.92722  0.14084
H  3.11754  -3.16170  -1.53399
H  3.00811  -0.70794  -2.77954
H  1.88714  -2.01190  -3.22598
H  1.27332  -0.38967  -2.84454

Cartesian forces (eV/Å) of the 6 atoms listed first:
0.1 0.1 0.0
-0.1 -0.2 0.0
-0.1 0.0 0.0
-0.1 0.0 0.0
0.0 0.0 0.0
0.0 0.0 0.0